<one>
{
  "formula": "CH5N2",
  "method": "ωB97M-V/def2-TZVPD",
  "species": ["C", "N", "N", "H", "H", "H", "H", "H"],
  "coordinates": [[-0.06, 0.48, 0.06], [-1.24, -0.17, 0.04], [1.23, -0.14, 0.05], [0.07, 1.61, 0.07], [-2.18, 0.17, -0.06], [-1.30, -1.20, 0.03], [2.05, 0.39, -0.11], [1.43, -1.14, -0.09]],
  "mulliken_charge": [0.294, -0.316, -0.328, 0.311, 0.262, 0.261, 0.256, 0.259],
  "smiles": "NC=[NH2+]",
  "charge": 1,
  "e_homo_ev": -16.4896,
  "gap_ha": 0.430
}

---

<two>
{
  "formula": "CH5N2",
  "method": "ωB97M-V/def2-TZVPD",
  "species": ["C", "N", "N", "H", "H", "H", "H", "H"],
  "coordinates": [[-0.01, -0.51, 0.04], [1.15, 0.04, -0.04], [-1.15, 0.13, -0.05], [-0.06, -1.59, 0.16], [2.04, -0.41, 0.07], [1.22, 1.55, 0.03], [-2.04, -0.34, -0.01], [-1.16, 1.13, -0.20]],
  "mulliken_charge": [0.337, -0.508, -0.325, 0.335, 0.280, 0.421, 0.259, 0.201],
  "charge": 1,
  "e_homo_ev": -16.3896,
  "gap_ha": 0.400
}

---

What is the most stable structure shown above? It is <one>.